# 1
Density functional theory data (ωB97M-V/def2-TZVPD) for a molecular structure, C25H39AlNSSi2Te in a non-equilibrium geometry.

Structure (XYZ):
```
70
Properties=species:S:1:pos:R:3:forces:R:3:mulliken_charge:R:1
Al 0.000 0.000 0.000 -0.837 1.349 -1.155 0.158
C 2.369 4.103 3.858 -0.216 -0.316 -0.155 -1.962
C 1.910 3.309 5.103 0.282 0.478 0.077 1.884
C 3.175 2.982 5.925 0.024 -0.209 0.101 -1.584
C 0.995 4.241 5.926 -0.207 -0.073 0.086 -1.609
C 1.159 2.007 4.769 -0.048 -0.112 -1.121 0.127
C 0.680 1.178 5.799 -0.501 -0.871 0.086 -0.350
C -0.010 -0.017 5.544 0.442 0.761 -0.112 -1.484
C -0.223 -0.387 4.210 0.062 0.107 0.186 1.202
S -1.020 -1.766 3.570 -0.295 -0.471 -0.538 -0.342
C -0.713 -1.235 1.943 -0.730 -1.277 1.144 0.685
N -0.051 -0.088 1.899 -0.642 -1.430 -0.865 0.102
C 0.230 0.398 3.160 0.937 1.616 0.817 -1.058
C 0.922 1.597 3.444 -0.036 -0.120 0.197 0.070
C -1.182 -2.048 0.770 -0.648 -1.135 -0.580 0.289
C -1.882 -3.260 0.921 -0.283 -0.399 0.231 -0.881
C -2.312 -4.004 -0.188 0.277 0.455 0.574 -0.807
C -2.053 -3.556 -1.480 0.025 0.133 -0.074 -0.380
C -1.365 -2.364 -1.667 0.079 0.114 0.454 -0.340
C -0.942 -1.631 -0.559 1.333 1.157 1.194 0.463
H 2.898 5.020 4.147 -0.148 -0.259 0.121 0.423
H 1.518 4.406 3.236 0.080 -0.050 0.080 0.392
H 3.056 3.518 3.236 -0.067 0.028 0.071 0.384
H 3.749 3.890 6.146 -0.196 -0.090 -0.099 0.437
H 3.834 2.296 5.380 -0.106 0.102 0.038 0.377
H 2.936 2.513 6.886 -0.027 0.044 -0.143 0.336
H 1.495 5.192 6.146 0.020 -0.216 -0.099 0.433
H 0.709 3.799 6.886 0.054 -0.005 -0.141 0.346
H 0.072 4.469 5.380 0.155 -0.044 0.044 0.380
H 0.839 1.453 6.841 -0.013 -0.015 -0.265 0.442
H -0.367 -0.635 6.362 0.054 0.103 -0.130 0.395
H 1.256 2.176 2.591 0.044 0.124 0.172 0.678
H -2.115 -3.663 1.904 0.030 0.077 -0.020 0.371
H -2.850 -4.937 -0.037 0.130 0.218 0.053 0.405
H -2.387 -4.134 -2.338 0.038 0.071 0.148 0.413
H -1.152 -1.995 -2.666 -0.038 -0.089 0.101 0.470
C 4.474 4.329 -2.289 -0.056 0.152 0.268 -0.971
Si 3.973 2.535 -2.406 0.340 0.428 -0.929 0.140
C 5.497 1.505 -2.722 0.099 -0.221 0.213 -0.584
C 2.784 2.322 -3.830 -0.237 -0.138 0.053 -0.975
C 3.153 2.031 -0.799 -0.460 0.533 0.641 -0.875
Te 2.458 0.000 -0.869 1.475 0.603 -0.643 0.194
C 4.270 -0.751 0.006 -0.025 -0.188 0.853 -0.710
Si 4.586 -2.502 -0.575 0.340 -1.099 -0.311 0.081
C 3.180 -3.613 -0.047 -0.214 0.118 0.158 -0.821
C 6.172 -3.118 0.191 0.145 0.197 0.211 -0.964
C 4.754 -2.562 -2.435 -0.084 0.224 -0.141 -0.914
H 4.959 4.640 -3.237 -0.254 -0.075 0.569 0.293
H 5.185 4.460 -1.448 -0.336 0.157 -0.475 0.304
H 3.573 4.952 -2.113 0.586 -0.140 -0.097 0.299
H 5.976 1.834 -3.666 -0.195 -0.263 0.542 0.393
H 5.208 0.440 -2.810 0.341 0.378 -0.042 -0.097
H 6.211 1.631 -1.882 -0.191 -0.173 -0.518 0.294
H 3.276 2.642 -4.772 -0.369 -0.197 0.468 0.327
H 1.882 2.943 -3.655 0.373 -0.362 -0.272 0.319
H 2.490 1.256 -3.914 0.027 0.578 -0.161 0.326
H 2.281 2.686 -0.602 0.370 -0.364 -0.100 0.490
H 3.857 2.156 0.049 -0.480 -0.336 -0.282 0.409
H 4.188 -0.733 1.111 0.061 0.183 -0.612 0.535
H 5.129 -0.133 -0.322 -0.779 0.090 0.075 0.280
H 3.087 -3.590 1.058 -0.106 -0.152 -0.546 0.275
H 3.386 -4.651 -0.379 -0.244 0.549 0.221 0.336
H 2.233 -3.261 -0.505 0.252 -0.358 0.269 0.217
H 6.081 -3.097 1.296 0.257 -0.101 -0.539 0.312
H 7.011 -2.465 -0.124 -0.292 -0.466 0.270 0.304
H 6.366 -4.157 -0.145 -0.016 0.575 0.240 0.289
H 3.821 -2.192 -2.908 0.560 -0.232 0.003 0.315
H 4.938 -3.608 -2.754 -0.101 0.602 0.086 0.361
H 5.608 -1.930 -2.751 -0.446 -0.363 -0.040 0.287
H -0.753 1.304 -0.533 0.628 0.104 0.091 -0.332
```
Forces are in eV/Å.

Output
LUMO energy (eV): -3.41
F_max (eV Å⁻¹): 2.1
Charge: +1
E_HOMO (eV): -11.6
Electronic energy (hartree): -2518.2924
Frontier orbital gap (eV): 8.18

=====

# 2
Density functional theory data (ωB97M-V/def2-TZVPD) for 8 unconnected molecules or ions with the total composition C25H39Cl14F9NO7S in a non-equilibrium geometry.

Structure (XYZ):
```
96
Properties=species:S:1:pos:R:3:forces:R:3:mulliken_charge:R:1
O 0.842 3.077 3.834 7.652 -3.945 -1.722 -0.609
C 2.044 2.497 3.588 -4.396 3.361 2.271 0.540
O 3.169 3.000 4.421 -2.167 -1.491 -3.239 -0.341
C 2.222 1.304 2.430 0.528 1.395 1.549 -0.020
C 1.232 0.083 2.891 0.213 0.490 2.082 -0.533
C 1.801 -0.782 4.200 2.031 -4.982 4.768 0.196
O 2.231 -0.222 5.341 -2.323 -1.260 -6.330 -0.656
O 1.790 -2.280 4.127 -0.618 7.816 -0.769 -0.702
N 0.913 -0.934 1.822 0.606 2.192 -2.100 0.494
C -0.471 -0.771 1.236 -2.216 -0.221 -1.126 -0.814
C -1.406 -1.956 1.956 2.561 0.682 0.285 -0.329
O -2.813 -1.927 1.526 0.506 -1.242 2.857 -0.246
C -3.509 -2.824 2.475 -0.718 -1.147 -0.466 -0.636
C -4.800 -2.135 3.232 0.343 -1.674 1.570 0.792
F -4.417 -1.277 4.405 -1.463 -2.313 -3.927 -0.298
F -5.573 -3.284 3.836 2.163 3.273 -1.661 -0.313
C -5.826 -1.409 2.181 -1.815 -1.280 -0.677 0.501
F -5.824 -2.083 0.829 0.201 1.882 4.543 -0.270
F -7.215 -1.644 2.721 4.093 1.196 -1.822 -0.288
C -5.558 0.188 1.930 0.570 1.309 -1.758 0.481
F -4.176 0.647 2.197 -4.344 -1.762 -0.717 -0.184
F -5.796 0.421 0.456 0.775 -0.394 4.587 -0.289
C -6.576 1.191 2.752 -0.525 0.843 0.206 0.139
F -7.880 1.148 2.031 3.569 -0.114 2.615 -0.253
F -6.675 0.839 4.199 -0.068 0.557 -4.549 -0.244
S 2.159 -1.079 0.610 3.329 -8.245 -0.103 1.162
O 3.554 -1.387 1.271 -5.281 3.177 -2.317 -0.562
O 1.816 -2.384 -0.209 0.164 5.721 2.163 -0.622
F 2.210 0.193 -0.541 -0.156 -1.520 1.960 -0.314
H 4.053 2.849 3.968 -1.702 0.050 0.753 0.235
H 1.930 1.820 1.415 0.382 -1.141 2.003 0.206
H 3.367 1.044 2.433 -2.628 0.007 -0.185 0.173
H 0.222 0.584 3.271 2.132 -1.091 -1.035 0.399
H -0.516 -0.931 0.058 0.411 0.172 2.592 0.404
H -0.927 0.312 1.431 1.093 -2.345 -0.214 0.239
H -1.257 -1.776 3.124 -0.560 -0.498 -2.420 0.360
H -0.897 -2.980 1.667 -1.074 1.983 0.623 0.227
H -3.943 -3.741 1.847 0.629 2.118 1.421 0.288
H -2.801 -3.307 3.281 -1.449 1.317 -1.412 0.435
H -6.163 2.311 2.728 -1.076 -2.680 -0.051 0.280
Cl 8.024 4.195 3.674 0.000 -0.037 0.037 -0.128
C 8.181 2.640 2.820 0.046 -0.227 -0.140 -0.505
C 7.012 2.378 1.883 0.407 0.164 -0.184 -0.521
Cl 5.493 2.085 2.768 0.668 -0.250 -0.319 -0.197
H 8.282 1.849 3.569 -0.141 0.195 -0.129 0.349
H 9.111 2.686 2.247 -0.205 -0.009 -0.007 0.322
H 7.207 1.483 1.286 -0.066 0.071 0.181 0.327
H 6.848 3.215 1.198 0.000 -0.119 0.252 0.293
Cl -7.793 -3.600 7.474 -0.027 -0.045 0.018 -0.191
C -8.232 -3.352 5.765 -0.090 0.068 -0.316 -0.160
C -9.722 -3.538 5.522 0.140 0.336 -0.049 -0.381
Cl -10.229 -5.235 5.721 -0.030 -0.038 0.039 -0.199
H -7.635 -4.039 5.158 -0.187 0.115 0.191 0.218
H -7.940 -2.329 5.509 -0.105 -0.153 0.025 0.112
H -9.969 -3.253 4.496 0.140 -0.061 0.131 0.266
H -10.321 -2.924 6.201 0.181 -0.198 -0.060 0.341
Cl -7.734 1.983 -2.754 0.009 0.010 -0.041 -0.189
C -8.431 0.367 -2.477 -0.110 -0.310 0.095 -0.437
C -7.360 -0.692 -2.269 -0.139 0.069 0.297 0.063
Cl -6.434 -1.014 -3.757 0.008 0.028 -0.033 -0.197
H -9.077 0.126 -3.326 0.235 0.061 0.108 0.351
H -9.057 0.442 -1.583 0.183 -0.046 -0.076 0.291
H -7.825 -1.638 -1.976 -0.003 0.173 -0.073 0.297
H -6.653 -0.403 -1.486 -0.180 -0.017 -0.285 -0.142
Cl 5.465 -0.308 -2.408 0.059 0.081 -0.077 -0.216
C 4.568 -1.842 -2.279 -0.196 -0.375 0.057 -0.278
C 4.957 -2.828 -3.369 0.120 -0.074 0.448 -0.518
Cl 4.417 -2.297 -4.982 -0.010 0.033 -0.160 -0.173
H 3.498 -1.613 -2.306 0.265 -0.046 -0.028 0.225
H 4.801 -2.263 -1.297 -0.062 0.044 -0.168 0.273
H 4.483 -3.796 -3.180 -0.015 0.223 0.023 0.338
H 6.040 -2.981 -3.407 -0.226 0.149 -0.037 0.325
Cl 5.465 1.425 -8.541 0.066 0.115 -0.051 -0.221
C 4.568 -0.108 -8.413 -0.087 -0.344 0.058 0.530
C 4.957 -1.095 -9.502 0.398 -0.075 0.467 -0.278
Cl 4.417 -0.564 -11.115 -0.022 0.036 -0.071 -0.172
H 3.498 0.120 -8.439 0.791 -0.064 -0.106 -0.318
H 4.801 -0.530 -7.430 0.058 -0.008 -0.174 0.048
H 4.483 -2.063 -9.314 0.395 0.609 0.006 0.038
H 6.040 -1.247 -9.541 -0.195 0.216 -0.058 0.385
Cl 7.466 7.827 5.426 0.013 -0.052 -0.002 -0.183
C 7.027 8.074 3.718 -0.101 0.111 -0.313 -0.419
C 5.537 7.888 3.475 0.050 0.111 -0.043 -0.536
Cl 5.030 6.191 3.674 -0.040 0.118 0.033 -0.070
H 7.623 7.387 3.110 -0.190 0.031 0.187 0.278
H 7.319 9.097 3.462 -0.118 -0.123 0.059 0.332
H 5.290 8.173 2.448 0.135 -0.035 0.126 0.275
H 4.937 8.502 4.153 0.191 -0.174 -0.062 0.330
Cl 1.317 -0.042 -8.616 -0.655 -0.047 -0.039 -0.222
C 0.673 -1.175 -9.830 -0.136 -0.220 -0.258 -0.434
C 0.869 -2.627 -9.422 -0.381 0.075 0.004 -0.421
Cl 2.585 -3.106 -9.443 -0.674 -0.407 0.054 -0.183
H 1.155 -0.957 -10.788 0.046 -0.064 0.262 0.279
H -0.395 -0.959 -9.929 0.149 -0.106 0.093 0.352
H 0.349 -3.284 -10.125 0.089 0.171 0.041 0.304
H 0.475 -2.821 -8.419 0.176 0.116 -0.180 0.321
```
Forces are in eV/Å.

Output
LUMO energy (eV): 1.44
F_max (eV Å⁻¹): 8.9
Charge: -1
E_HOMO (eV): -4.9
Electronic energy (hartree): -9296.7707
Frontier orbital gap (eV): 6.30